Record 1
A 2-piece molecular cluster, C2H5NOS2 overall in a non-equilibrium geometry. Source: the Open Molecules 2025 dataset; level of theory: wB97M-V/def2-TZVPD.

```
! RIJCOSX wB97M-V def2-TZVPD def2/J DEFGRID3
* xyz 0 1
C -2.362 0.387 -0.105
C -2.040 -0.773 -0.595
O -1.735 -1.858 -0.925
H -2.402 1.204 -0.733
H -2.992 0.579 0.755
S 2.110 1.457 -0.448
N 1.444 -0.115 -0.064
S 2.647 -1.252 0.516
H 2.393 2.113 0.799
H 1.062 -0.477 -0.966
H 1.876 -1.264 1.767
*
```

Summary:
Energy in hartree: -1005.46427
E_HOMO in eV: -8.75
Energy relative to the best compared isomer or geometry (same formula, charge and spin) in kcal/mol: 68.7

***

Record 2
A 2-piece molecular cluster, C2H6OS overall in a non-equilibrium geometry. Source: the Open Molecules 2025 dataset; level of theory: wB97M-V/def2-TZVPD.

```
! RIJCOSX wB97M-V def2-TZVPD def2/J DEFGRID3
* xyz 0 1
C 0.469 -1.372 -0.142
C 0.049 -0.170 -0.935
O -0.970 0.088 -1.554
H 1.606 -1.386 -0.115
H 0.215 -2.273 -0.659
H -0.050 -1.380 0.768
H 0.720 0.806 -0.870
S -0.974 2.353 0.833
H 0.291 1.793 0.919
H -1.356 1.541 1.754
*
```

Summary:
Energy in hartree: -553.17668
E_HOMO in eV: -9.62
Energy relative to the best compared isomer or geometry (same formula, charge and spin) in kcal/mol: 16.8

***

Record 3
A 3-piece molecular cluster, C25H40IN3O5P2S2 overall in a non-equilibrium geometry. Source: the Open Molecules 2025 dataset; level of theory: wB97M-V/def2-TZVPD.

```
! RIJCOSX wB97M-V def2-TZVPD def2/J DEFGRID3
* xyz 0 1
C -0.543 1.936 -1.115
C 0.675 1.862 -0.537
P 1.862 0.479 -0.765
N 3.394 0.589 0.060
C 4.003 -0.553 0.754
C 3.934 -1.847 -0.033
S 0.848 -0.565 1.000
C 0.330 0.700 2.183
C -1.098 1.187 2.030
O -1.484 2.222 2.493
O -1.923 0.378 1.297
C -2.771 -0.466 2.069
C -3.647 -1.276 1.106
C -3.012 -2.591 0.650
O -3.887 -0.515 -0.086
C -4.749 0.514 0.027
O -5.602 0.582 0.867
C -4.511 1.548 -1.049
S -6.042 1.828 -1.994
C 1.310 -0.867 -2.020
I 0.919 -0.049 -4.060
C 0.030 -1.619 -1.621
C -0.625 -2.478 -2.720
P 2.814 1.648 -2.429
C 4.412 0.850 -2.836
O 3.376 3.080 -1.721
H -0.641 1.858 -2.195
H -1.470 2.032 -0.555
H 1.043 2.652 0.119
H 3.355 1.387 0.688
H 5.061 -0.302 0.876
H 3.626 -0.708 1.770
H 4.549 -2.600 0.461
H 4.363 -1.703 -1.026
H 2.921 -2.246 -0.102
H 0.390 0.216 3.163
H 0.984 1.567 2.225
H -3.397 0.124 2.741
H -2.173 -1.173 2.650
H -4.579 -1.516 1.616
H -2.233 -2.922 1.334
H -3.778 -3.356 0.535
H -2.559 -2.437 -0.330
H -3.728 1.217 -1.725
H -4.221 2.475 -0.559
H -5.875 3.134 -2.220
H 2.113 -1.581 -2.184
H -0.721 -0.911 -1.273
H 0.280 -2.322 -0.826
H 0.100 -2.947 -3.384
H -1.148 -3.296 -2.216
H -1.382 -1.935 -3.279
H 4.320 -0.238 -2.788
H 5.193 1.214 -2.170
H 4.643 1.089 -3.875
H 2.895 3.785 -2.158
N -7.915 -3.361 1.075
C -7.287 -2.288 1.552
C -7.186 -1.995 2.905
C -7.770 -2.863 3.813
C -8.428 -3.983 3.332
C -8.471 -4.185 1.960
H -6.846 -1.624 0.818
H -6.662 -1.104 3.227
H -7.715 -2.669 4.877
H -8.901 -4.688 4.003
H -8.975 -5.052 1.548
N 6.981 2.368 -0.889
C 6.859 3.689 -0.981
C 7.890 4.572 -0.694
C 9.109 4.055 -0.287
C 9.248 2.679 -0.184
C 8.157 1.883 -0.498
H 5.885 4.047 -1.299
H 7.737 5.639 -0.788
H 9.937 4.712 -0.053
H 10.181 2.231 0.130
H 8.228 0.802 -0.435
*
```

Summary:
Energy in hartree: -3293.69375
E_HOMO in eV: -6.62

***

Record 4
C46H58BBrClMoO5SSi as an isolated structure in a non-equilibrium geometry. Source: the Open Molecules 2025 dataset; level of theory: wB97M-V/def2-TZVPD.

```
! RIJCOSX wB97M-V def2-TZVPD def2/J DEFGRID3
* xyz -1 3
Mo 0.768 0.427 -0.208
C -3.563 2.469 -0.310
C -3.736 1.092 0.338
C -3.679 1.222 1.862
C -5.060 0.468 -0.098
O -2.658 0.280 -0.102
Si -2.518 -1.345 -0.097
S -0.509 -1.759 -0.496
O -3.043 -1.787 1.380
C -3.348 -3.047 1.931
C -3.103 -2.926 3.438
C -4.823 -3.343 1.628
C -2.463 -4.140 1.338
O -3.516 -2.110 -1.146
C -3.366 -2.502 -2.495
C -2.685 -1.409 -3.315
C -4.789 -2.747 -3.011
C -2.539 -3.789 -2.561
H -4.449 3.077 -0.138
H -3.406 2.354 -1.380
H -2.701 2.985 0.105
H -4.525 1.800 2.227
H -2.760 1.724 2.160
H -3.687 0.230 2.305
H -5.898 1.105 0.172
H -5.175 -0.506 0.367
H -5.055 0.329 -1.176
H -3.700 -2.116 3.850
H -2.053 -2.702 3.612
H -3.361 -3.856 3.940
H -5.460 -2.587 2.084
H -5.101 -4.324 2.007
H -4.965 -3.315 0.550
H -1.418 -3.862 1.443
H -2.684 -4.246 0.280
H -2.640 -5.086 1.842
H -3.209 -0.465 -3.186
H -2.675 -1.675 -4.369
H -1.661 -1.284 -2.974
H -5.355 -1.820 -2.986
H -5.293 -3.472 -2.376
H -4.769 -3.121 -4.030
H -1.564 -3.614 -2.110
H -2.396 -4.088 -3.595
H -3.041 -4.593 -2.026
Br -0.108 0.153 2.578
C 1.345 1.229 3.254
C 1.416 1.396 4.614
C 2.453 2.158 5.160
C 3.373 2.734 4.331
C 3.296 2.583 2.930
C 4.229 3.216 2.095
C 4.085 3.141 0.734
C 3.044 2.400 0.172
C 2.123 1.676 0.917
C 2.250 1.804 2.336
H 0.676 0.953 5.261
H 2.509 2.277 6.233
H 4.172 3.336 4.747
H 5.047 3.758 2.548
H 4.791 3.655 0.094
H 2.966 2.364 -0.909
Cl 3.971 -0.791 2.886
C 4.573 -0.320 1.328
C 5.821 0.271 1.295
C 6.373 0.633 0.081
C 5.671 0.370 -1.088
C 4.417 -0.196 -1.039
C 3.802 -0.536 0.177
C 2.440 -1.045 0.166
H 6.359 0.446 2.216
H 7.349 1.097 0.050
H 6.112 0.610 -2.047
H 3.850 -0.374 -1.944
H 2.226 -1.584 1.100
H 2.337 -1.751 -0.664
C -0.148 2.338 -0.646
C -0.239 3.659 -0.057
C -0.520 4.769 -0.874
C -0.624 6.042 -0.356
C -0.415 6.271 0.995
C -0.144 5.193 1.824
C -0.082 3.913 1.313
H -0.486 2.410 -1.680
H -0.758 1.551 -0.113
H -0.696 4.612 -1.932
H -0.898 6.866 -1.002
H -0.485 7.267 1.411
H 0.003 5.346 2.883
H 0.084 3.092 1.992
C 1.208 -2.950 -7.984
C 0.624 -1.540 -8.135
C -0.742 -1.683 -8.832
C 1.558 -0.703 -9.022
C 0.467 -0.834 -6.791
C -0.428 0.231 -6.712
C -0.688 0.907 -5.532
C 0.008 0.509 -4.413
O -0.043 0.978 -3.156
B 0.909 0.273 -2.380
O 1.535 -0.644 -3.259
C 0.968 -0.509 -4.479
C 1.196 -1.200 -5.656
H 1.190 -3.456 -8.949
H 0.619 -3.536 -7.281
H 2.239 -2.917 -7.642
H -0.651 -2.330 -9.705
H -1.119 -0.723 -9.174
H -1.467 -2.125 -8.152
H 1.669 -1.167 -10.002
H 2.539 -0.620 -8.557
H 1.159 0.301 -9.151
H -0.957 0.556 -7.593
H -1.413 1.706 -5.495
H 1.922 -1.994 -5.674
*
```

Summary:
Energy in hartree: -5979.10337
E_HOMO (spin up / spin down) in eV: -4.59 / -4.88
Energy relative to the best compared isomer or geometry (same formula, charge and spin) in kcal/mol: 17.3